Entry 1:
# C24H33AuClN3O5Si2Te

A molecular structure, C24H33AuClN3O5Si2Te (the ωB97M-V functional and the def2-TZVPD basis, the Open Molecules 2025 dataset).

Output
highest occupied orbital energy (spin up / spin down): -0.42883 / -0.42813 Eh
expectation value of S²: 0.7537
net charge: +1
M: 859.7 g mol⁻¹
Kohn-Sham gap (spin up / spin down): 8.528 / 6.544 eV
E_tot: -79389.0233 eV
ΔE to the lowest compared entry with this formula, charge and spin: 18.97 kJ/mol
multiplicity: 2

The geometry in XYZ format:
```
70
Properties=species:S:1:pos:R:3:forces:R:3:lowdin_spin:R:1
Au 1.698540 -0.963340 -0.593161 0.261 -0.218 -0.203 0.00
O -0.894682 3.393627 -3.909561 -0.008 -0.044 -0.078 0.00
C -0.452683 2.381005 -4.626072 -0.020 0.050 0.010 0.00
O -0.593694 2.313483 -5.817882 -0.004 -0.004 0.007 0.00
C 0.243803 1.263918 -3.895181 0.175 -0.080 -0.082 0.00
C 0.682778 0.110008 -4.539233 0.214 0.119 -0.041 0.00
Cl 0.661111 -0.320456 -6.172904 -0.038 -0.011 0.062 0.00
N 1.277427 -0.690455 -3.631911 -0.292 -0.012 0.138 0.00
N 1.233892 -0.106649 -2.416469 -0.122 -0.020 0.258 0.00
C 0.626923 1.071795 -2.550755 -0.057 0.059 0.041 0.00
C 0.338488 1.914112 -1.304218 0.260 -0.320 -0.288 0.00
O -0.364163 2.918249 -1.457050 -0.041 0.111 0.141 0.01
O 0.785449 1.463310 -0.215302 -0.062 0.325 -0.011 0.06
C 1.741501 -2.038603 -3.772780 0.125 0.082 0.003 0.00
C 0.897731 -2.999330 -4.303043 -0.004 -0.088 0.068 0.00
C 1.354935 -4.304574 -4.400564 -0.010 -0.005 -0.001 0.00
C 2.629375 -4.636161 -3.961486 -0.015 0.027 0.001 0.00
C 3.461387 -3.659104 -3.433426 -0.008 0.016 0.001 0.00
C 3.022098 -2.347361 -3.341900 0.039 -0.023 -0.120 0.00
H -0.707271 3.265652 -2.936759 0.000 0.052 0.022 0.00
H -0.099640 -2.738939 -4.629526 0.000 0.038 0.008 0.00
H 0.707467 -5.063714 -4.817242 0.005 -0.014 0.003 0.00
H 2.976866 -5.657246 -4.036941 0.003 -0.010 -0.009 0.00
H 4.460902 -3.911512 -3.107219 0.004 -0.011 0.001 0.00
H 3.674821 -1.568002 -2.971886 -0.026 0.019 0.035 0.00
O 2.118708 -1.613773 1.349414 0.083 -0.063 -0.165 0.00
N 3.110224 -0.951481 1.962566 -0.020 0.095 0.042 0.00
C 3.214564 0.387247 1.861532 -0.044 -0.097 0.014 0.00
C 4.208388 1.050785 2.545880 0.027 -0.052 0.029 0.00
C 5.090635 0.333618 3.341284 -0.011 0.009 -0.012 0.00
C 4.951493 -1.043065 3.430374 -0.019 0.028 -0.016 0.00
C 3.947657 -1.670931 2.726157 -0.040 0.027 -0.047 0.00
H 2.479479 0.866681 1.225223 0.029 0.035 -0.039 0.00
H 4.277155 2.124084 2.447623 0.004 0.009 0.004 0.00
H 5.876165 0.840612 3.882772 0.011 0.008 0.007 0.00
H 5.615301 -1.641585 4.036170 0.010 0.001 0.006 0.00
H 3.761334 -2.733746 2.724099 -0.006 0.000 0.001 0.00
C -2.051674 3.203252 3.193777 0.021 0.009 0.002 0.00
Si -1.405397 1.760065 4.179338 -0.045 -0.030 -0.018 0.02
C -2.198981 1.638018 5.857734 -0.007 0.004 -0.011 0.00
C 0.459700 1.826507 4.309118 0.018 0.020 0.023 0.01
C -1.832026 0.146063 3.243755 0.032 0.075 0.010 0.08
Te -0.854793 0.046206 1.378849 -0.199 -0.028 0.076 0.64
C -2.359581 0.989977 0.263747 0.061 -0.029 -0.017 0.06
Si -3.346444 -0.233559 -0.822787 0.005 0.005 0.038 0.02
C -2.158676 -0.901868 -2.100417 0.025 -0.034 0.001 0.00
C -4.739060 0.715149 -1.604671 0.011 -0.001 -0.016 0.00
C -3.981883 -1.613300 0.263787 -0.008 -0.012 0.010 0.01
H -1.925731 4.126783 3.762444 0.004 0.013 0.002 0.00
H -3.117111 3.099752 2.978282 -0.015 0.012 0.005 0.00
H -1.521090 3.333756 2.247275 -0.003 -0.015 -0.019 0.00
H -2.021548 2.544052 6.439244 0.016 0.026 0.006 0.00
H -1.799803 0.795841 6.425141 -0.001 -0.018 0.007 0.00
H -3.278974 1.506715 5.774954 -0.020 -0.002 0.002 0.00
H 0.774865 2.738861 4.819159 -0.005 0.003 0.029 0.00
H 0.938282 1.831816 3.325807 -0.015 0.004 -0.018 0.01
H 0.845783 0.978378 4.879361 0.023 -0.013 -0.009 0.00
H -2.903759 0.050546 3.061620 -0.015 -0.006 0.014 0.01
H -1.483159 -0.712023 3.821681 -0.021 -0.030 -0.007 0.01
H -1.846886 1.716427 -0.372383 -0.114 0.046 0.075 0.01
H -2.983045 1.530019 0.975688 -0.048 -0.027 0.013 0.00
H -1.733970 -0.092660 -2.698971 -0.061 -0.033 -0.005 0.00
H -2.670898 -1.584836 -2.781350 -0.034 -0.002 0.004 0.00
H -1.333090 -1.457161 -1.644139 0.010 0.001 0.011 0.00
H -4.370189 1.501163 -2.265266 0.017 0.017 -0.004 0.00
H -5.382883 1.177688 -0.855301 -0.009 0.003 0.019 0.00
H -5.356836 0.041048 -2.201396 -0.016 0.003 -0.020 0.00
H -3.175757 -2.184190 0.732629 0.017 -0.001 -0.002 0.01
H -4.565316 -2.317816 -0.332389 -0.014 -0.009 0.004 0.00
H -4.634534 -1.238827 1.055061 -0.015 0.010 0.007 0.00
```
Positions in Å, forces in eV/Å.

Entry 2:
# C17H44BN4O6

3 unconnected molecules or ions with the total composition C17H44BN4O6 (the ωB97M-V functional and the def2-TZVPD basis, the Open Molecules 2025 dataset).

Output
highest occupied orbital energy: -0.36936 Eh
net charge: +1
M: 411.4 g mol⁻¹
Kohn-Sham gap: 6.744 eV
E_tot: -37257.4310 eV
multiplicity: 1

The geometry in XYZ format:
```
72
Properties=species:S:1:pos:R:3:forces:R:3:mulliken_charge:R:1
O 4.887305 -6.569482 1.492589 -1.503 0.482 -1.061 -0.50
B 3.747248 -6.542855 0.676075 1.050 -0.266 0.113 0.62
O 3.133487 -7.792854 0.402967 -0.147 1.717 0.053 -0.63
C 3.250795 -5.152151 0.086082 -1.021 -0.084 0.311 -1.31
C 1.702010 -4.889513 0.191764 1.224 0.266 -0.578 0.83
C 1.353705 -4.671409 1.694913 0.101 0.774 -0.067 -1.11
N 0.367909 -5.626409 2.318458 -0.100 0.024 0.079 0.01
C 0.068091 -6.855241 1.528774 -1.870 -0.118 -0.484 -0.43
C -0.258497 -6.397908 0.093629 1.087 -0.984 -0.266 -0.85
N 0.911544 -5.851564 -0.558253 -0.543 0.337 0.383 -0.17
H 5.225805 -7.456615 1.390219 0.577 -0.545 0.467 0.32
H 3.082615 -8.227309 1.251124 0.245 -0.907 0.228 0.30
H 3.708639 -4.312451 0.622544 0.255 -0.253 -0.115 0.36
H 3.540610 -5.021223 -0.963927 0.014 -0.212 0.092 0.44
H 1.574403 -3.911531 -0.291934 -0.201 -0.013 0.375 -0.15
H 0.921970 -3.669364 1.797247 -0.033 -0.214 0.011 0.37
H 2.242523 -4.652812 2.332438 -0.043 -0.323 -0.244 0.42
H -0.516702 -5.131854 2.406063 -0.137 0.043 -0.035 0.44
H 0.630760 -5.845662 3.275910 0.211 -0.087 0.058 0.37
H 0.826654 -7.627652 1.596931 0.396 0.436 -0.118 0.15
H -0.852606 -7.279487 1.952197 0.258 0.079 0.166 0.41
H -0.541068 -7.301736 -0.453893 -0.125 0.164 0.042 0.43
H -1.122007 -5.723834 0.034043 0.112 0.071 0.353 0.30
H 1.455010 -6.536460 -1.050152 0.177 -0.204 0.178 0.35
C -2.121094 1.409485 -2.877334 0.047 -0.153 0.063 -0.34
O -1.093984 0.648902 -3.496217 -0.080 0.209 0.061 -0.37
C 0.055628 1.418322 -3.829367 0.231 -0.374 -0.168 -0.69
C 1.237822 0.999145 -2.972653 -0.263 0.127 0.232 -0.33
N 1.051871 1.405866 -1.580210 0.201 -0.241 -0.210 0.16
C 2.025825 0.824864 -0.663316 -0.294 0.120 0.079 -1.20
C 2.001473 -0.694332 -0.483052 0.365 0.175 0.187 -0.23
O 0.823531 -1.180256 0.148850 0.025 -0.287 -0.172 -0.35
C -0.267605 -1.432905 -0.727278 -0.065 0.000 0.317 -0.55
H -2.996366 0.768546 -2.775037 0.047 -0.045 -0.061 0.27
H -1.816449 1.742753 -1.882032 -0.112 0.175 -0.016 -0.03
H -2.394346 2.273331 -3.490189 -0.003 0.031 0.041 0.37
H -0.133849 2.491508 -3.743452 -0.053 -0.008 0.125 0.29
H 0.290031 1.204290 -4.875576 0.025 0.050 -0.011 0.43
H 2.148685 1.463581 -3.360090 0.024 -0.011 0.020 0.39
H 1.340668 -0.089794 -3.065949 0.066 -0.016 -0.199 0.21
H 0.125739 1.134980 -1.275468 -0.075 0.178 0.005 -0.26
H 1.847227 1.277200 0.315766 0.067 -0.056 0.042 0.29
H 3.029788 1.130161 -0.972406 0.013 -0.065 -0.053 0.49
H 2.828371 -0.952870 0.185695 -0.039 -0.005 0.036 0.41
H 2.188500 -1.229434 -1.420943 -0.168 0.017 -0.068 0.38
H 0.062616 -1.750065 -1.718973 0.015 0.099 -0.029 0.33
H -0.915317 -0.558476 -0.808756 -0.018 -0.031 -0.183 0.13
H -0.861637 -2.238080 -0.286838 0.017 -0.010 -0.001 0.27
C -2.415685 8.019156 -0.359339 0.204 -0.048 -0.003 -0.73
O -1.460755 7.614039 0.606382 -0.312 0.047 -0.095 -0.34
C -1.988147 7.526914 1.925966 0.388 -0.123 0.228 -0.82
C -2.012598 6.082340 2.394785 -0.174 0.038 -0.316 -0.19
N -3.014063 5.310500 1.664304 0.177 -0.079 0.195 -0.29
C -2.933982 3.870133 1.889002 -0.094 0.122 -0.248 -0.93
C -1.673865 3.145156 1.408854 -0.224 -0.271 0.184 -0.47
O -1.523434 3.122301 -0.000992 0.213 0.124 0.177 -0.30
C -0.871678 4.260136 -0.551423 -0.173 -0.151 -0.345 -0.61
H -1.890063 8.174373 -1.300532 0.048 -0.019 0.042 0.24
H -3.180099 7.250346 -0.512085 -0.122 0.092 0.006 0.31
H -2.893039 8.959138 -0.069756 -0.075 -0.025 -0.015 0.35
H -2.979082 7.982538 1.996945 -0.053 -0.079 -0.102 0.40
H -1.314490 8.091279 2.576339 -0.027 0.020 0.023 0.40
H -2.248163 6.053916 3.462151 -0.007 -0.029 0.008 0.40
H -1.005063 5.671566 2.253616 0.109 0.104 0.140 0.16
H -2.904862 5.485661 0.674893 -0.028 0.052 -0.034 0.08
H -3.788323 3.423210 1.373933 0.026 -0.084 0.028 0.38
H -3.071333 3.672570 2.956559 0.068 0.020 0.023 0.43
H -1.770373 2.098726 1.715052 -0.003 -0.008 -0.030 0.32
H -0.764502 3.520053 1.890440 0.018 0.144 -0.083 0.38
H -0.135085 4.686233 0.132224 -0.063 0.028 0.057 0.36
H -1.603017 5.018700 -0.840282 0.107 0.156 0.105 0.25
H -0.355628 3.941664 -1.458019 0.042 -0.093 0.077 0.17
```
Positions in Å, forces in eV/Å.

Q: Which of these has the highest multiplicity?
A: C24H33AuClN3O5Si2Te